[1]
{
  "formula": "C4H14N2O2",
  "method": "ωB97M-V/def2-TZVPD",
  "species": ["C", "C", "C", "C", "N", "N", "H", "H", "H", "H", "H", "H", "H", "H", "H", "H", "H", "H", "O", "H", "H", "O"],
  "positions_angstrom": [[0.672382, -1.052908, -1.440073], [1.552760, -0.227220, -0.653525], [0.792279, 0.977460, -0.092208], [0.059713, 0.776835, 1.051890], [-0.731424, 1.741288, 1.823835], [0.585201, 2.018964, -0.988223], [1.212415, -1.911498, -1.845566], [0.241885, -0.575159, -2.354940], [-0.186420, -1.346614, -0.717276], [2.356018, 0.100403, -1.416434], [2.071184, -0.691280, 0.170012], [0.093387, -0.222506, 1.445004], [-0.378375, 1.837898, 2.701054], [-0.658439, 2.626650, 1.370337], [1.455031, 2.189746, -1.618835], [0.274695, 2.795052, -0.486052], [-1.119257, -2.384448, 0.590408], [-0.432808, -2.330194, 2.016884], [-0.349752, -2.661324, 1.093233], [-2.030833, 0.004734, 0.020501], [-3.117822, -0.793974, -0.594980], [-2.361824, -0.871902, -0.075042]],
  "forces_ev_per_a": [[-3.1517, -2.2661, -0.4371], [2.0694, 3.1442, -0.6467], [-1.1907, -1.6983, 0.9299], [1.1464, 1.1074, -0.4278], [-0.6608, -1.4882, -4.1227], [2.7439, -0.6693, -1.8498], [-0.2453, -0.3452, 0.3109], [0.2567, 0.1135, 0.9363], [1.4681, 0.0375, -1.9911], [-0.6896, 0.1250, 1.4766], [-0.0181, -0.6073, 0.0871], [0.1565, -0.0573, 0.3995], [1.1849, 0.1849, 3.0665], [-0.2079, 0.7519, -0.1128], [-2.2016, -0.0412, 1.7238], [-0.3777, 1.9784, 0.2367], [-0.4205, 0.3211, 0.2899], [-0.2885, -0.3784, -1.2217], [0.5886, -0.1522, 1.2674], [0.6743, 1.1405, 0.2720], [-2.0269, 0.0650, -1.3674], [1.1906, -1.2656, 1.1804]],
  "max_force_ev_per_a": 4.43,
  "homo_ev": -7.53,
  "total_energy_ha": -420.7394,
  "homo_lumo_gap_ev": 8.29,
  "smiles": "CC/C(N)=C/N.O.O",
  "relative_energy_kcal_mol": 41.2,
  "spin_multiplicity": 1
}


[2]
{
  "formula": "C6H8O2",
  "method": "ωB97M-V/def2-TZVPD",
  "species": ["C", "C", "C", "C", "C", "C", "H", "H", "H", "H", "H", "H", "H", "H", "O", "O"],
  "positions_angstrom": [[-1.118552, -0.301472, 0.311658], [-0.508936, 1.030292, 0.169563], [0.847851, 1.232839, -0.305141], [1.663135, 0.250442, -0.401249], [1.388280, -1.095042, 0.362367], [-0.108822, -0.920008, -0.225861], [-2.627211, -1.413295, -0.042512], [-1.134329, -0.486724, 1.364372], [-0.530808, 1.573593, 1.157106], [-1.159325, 1.587388, -0.715596], [1.160798, 2.323946, -0.476021], [2.742654, 0.394762, -0.707162], [1.145000, -1.177760, 1.523225], [-0.149970, -0.401154, -1.176881], [-2.336650, -0.490765, -0.477872], [0.726889, -2.107044, -0.359998]],
  "forces_ev_per_a": [[-5.3845, 1.1535, 4.1804], [-3.3227, 5.9026, -0.6593], [0.4147, 3.6855, 0.0883], [6.6505, -2.4911, 1.2142], [-4.5830, 2.8119, 0.1544], [8.6225, -6.6640, -5.8395], [0.3953, 2.9759, -1.9093], [-1.5780, -0.3328, 1.1313], [-0.7029, -0.0408, -1.1038], [1.0205, -0.8778, 2.5492], [-0.5342, -1.8419, -0.1098], [-1.2929, 0.1023, 0.1167], [1.4099, 0.4145, -2.3166], [0.8115, -1.5248, -1.1354], [-0.2543, -2.8448, 3.1324], [-1.6724, -0.4282, 0.5069]],
  "max_force_ev_per_a": 12.36,
  "homo_ev": -8.77,
  "total_energy_ha": -383.6166,
  "homo_lumo_gap_ev": 9.48,
  "relative_energy_kcal_mol": 184.2,
  "spin_multiplicity": 1
}


[3]
{
  "formula": "C21H31BrN4O2",
  "method": "ωB97M-V/def2-TZVPD",
  "species": ["C", "C", "N", "C", "C", "C", "C", "C", "N", "C", "C", "C", "O", "N", "C", "C", "C", "C", "Br", "C", "C", "N", "C", "C", "C", "C", "C", "O", "H", "H", "H", "H", "H", "H", "H", "H", "H", "H", "H", "H", "H", "H", "H", "H", "H", "H", "H", "H", "H", "H", "H", "H", "H", "H", "H", "H", "H", "H", "H"],
  "positions_angstrom": [[-4.774524, 5.969309, 0.558159], [-3.994257, 4.679621, 0.748034], [-2.567758, 4.906051, 0.895107], [-2.191045, 5.613421, 2.111608], [-0.689880, 5.391119, 2.177412], [-0.557519, 3.924208, 1.756067], [-1.776478, 3.671639, 0.842754], [-1.394870, 3.392518, -0.604934], [-0.767331, 2.090078, -0.798333], [-0.693590, 1.036826, 0.204550], [-0.045452, -0.125678, -0.559151], [0.769817, -1.026955, 0.349307], [1.506371, -0.581067, 1.204613], [0.639635, -2.361733, 0.084829], [1.307425, -3.413421, 0.762105], [1.475207, -3.406297, 2.134234], [2.075880, -4.477929, 2.780087], [2.483388, -5.555128, 2.018276], [3.285801, -7.045865, 2.870095], [2.338311, -5.581847, 0.641853], [1.760844, -4.494942, -0.013821], [1.562803, -4.457078, -1.390232], [2.181641, -5.437017, -2.278481], [3.699723, -5.285703, -2.358195], [1.545580, -5.301320, -3.653989], [0.825041, 0.585600, -1.601011], [0.129547, 1.918430, -1.809874], [0.348929, 2.714869, -2.698363], [-5.825545, 5.751227, 0.366357], [-4.726082, 6.603684, 1.443547], [-4.375403, 6.530800, -0.287069], [-4.388014, 4.128752, 1.621994], [-4.146757, 4.037094, -0.121956], [-2.467367, 6.665835, 2.054208], [-2.685995, 5.178370, 2.999073], [-0.196713, 6.044640, 1.456635], [-0.268623, 5.588456, 3.162049], [0.382177, 3.721012, 1.240535], [-0.596051, 3.271979, 2.629823], [-2.369595, 2.833295, 1.238430], [-2.286279, 3.463654, -1.234692], [-0.703784, 4.161271, -0.954799], [-0.064283, 1.315481, 1.053369], [-1.683540, 0.768510, 0.575352], [-0.826216, -0.693521, -1.071083], [-0.023291, -2.633938, -0.624234], [1.135669, -2.551715, 2.700560], [2.211787, -4.473621, 3.851257], [2.690448, -6.438877, 0.088768], [1.616487, -3.519116, -1.764893], [1.932688, -6.425444, -1.885364], [4.134991, -6.077782, -2.969000], [3.953990, -4.326796, -2.816534], [4.162234, -5.320332, -1.372147], [1.969772, -6.028720, -4.345779], [0.467988, -5.453113, -3.601749], [1.735498, -4.305797, -4.064975], [1.820237, 0.791595, -1.198473], [0.936335, 0.051410, -2.541917]],
  "forces_ev_per_a": [[0.0016, -0.0038, -0.0051], [0.0066, -0.0042, 0.0125], [-0.0170, 0.0098, -0.0080], [0.0111, -0.0192, 0.0016], [-0.0076, 0.0044, -0.0085], [0.0046, -0.0136, -0.0137], [0.1138, 0.0545, 0.0239], [-0.2025, -0.1117, -0.0440], [0.2406, 0.1083, 0.0625], [-0.1028, -0.0669, -0.0243], [-0.0331, 0.0440, -0.0171], [0.0203, -0.0372, -0.0146], [-0.0052, 0.0124, 0.0049], [-0.0003, 0.0373, -0.0051], [0.0027, -0.0196, -0.0217], [-0.0008, -0.0038, 0.0127], [-0.0008, 0.0041, -0.0174], [-0.0083, 0.0110, 0.0001], [0.0076, -0.0134, 0.0066], [-0.0123, 0.0158, -0.0160], [0.0238, 0.0049, 0.0702], [-0.0317, -0.0107, -0.0467], [0.0207, -0.0099, -0.0108], [-0.0086, 0.0022, 0.0068], [0.0012, -0.0023, 0.0103], [0.0300, -0.0286, 0.0147], [-0.0265, 0.0277, 0.0115], [-0.0004, -0.0015, -0.0038], [-0.0005, 0.0005, -0.0002], [0.0026, -0.0007, 0.0019], [-0.0033, 0.0011, -0.0003], [-0.0037, -0.0016, -0.0006], [0.0012, 0.0052, -0.0041], [0.0015, 0.0029, -0.0023], [0.0009, 0.0090, 0.0079], [0.0050, -0.0013, 0.0029], [-0.0097, 0.0059, 0.0036], [-0.0011, -0.0043, 0.0016], [-0.0007, 0.0053, 0.0038], [-0.0034, -0.0079, -0.0069], [-0.0007, 0.0035, -0.0002], [0.0014, 0.0030, 0.0040], [-0.0100, 0.0134, 0.0004], [-0.0025, -0.0045, -0.0093], [0.0035, -0.0143, 0.0084], [-0.0005, -0.0135, 0.0047], [-0.0001, 0.0003, -0.0038], [-0.0003, -0.0001, 0.0011], [-0.0004, -0.0026, 0.0056], [0.0035, 0.0175, 0.0173], [-0.0010, -0.0017, -0.0044], [0.0042, 0.0006, -0.0006], [0.0012, -0.0006, -0.0032], [0.0006, -0.0017, -0.0046], [-0.0017, -0.0013, -0.0008], [0.0000, 0.0009, -0.0008], [-0.0023, 0.0021, 0.0009], [-0.0023, 0.0012, -0.0056], [-0.0077, -0.0063, 0.0022]],
  "max_force_ev_per_a": 0.27,
  "homo_ev": -8.24,
  "total_energy_ha": -3762.3838,
  "homo_lumo_gap_ev": 8.64,
  "smiles": "CCN1CCC[C@@H]1CN1C[C@H](C(=O)Nc2ccc(Br)cc2NC(C)C)CC1=O",
  "relative_energy_kcal_mol": 3.1,
  "spin_multiplicity": 1
}